{"formula": "C33H67Br24GaNO3S", "method": "wB97M-V/def2-TZVPD", "charge": -1, "multiplicity": 1, "symbols": ["C", "C", "C", "N", "Ga", "S", "C", "C", "C", "C", "O", "O", "C", "C", "O", "H", "H", "H", "H", "H", "H", "H", "H", "H", "H", "H", "H", "H", "H", "H", "H", "H", "H", "H", "Br", "C", "C", "Br", "H", "H", "H", "H", "Br", "C", "C", "Br", "H", "H", "H", "H", "Br", "C", "C", "Br", "H", "H", "H", "H", "Br", "C", "C", "Br", "H", "H", "H", "H", "Br", "C", "C", "Br", "H", "H", "H", "H", "Br", "C", "C", "Br", "H", "H", "H", "H", "Br", "C", "C", "Br", "H", "H", "H", "H", "Br", "C", "C", "Br", "H", "H", "H", "H", "Br", "C", "C", "Br", "H", "H", "H", "H", "Br", "C", "C", "Br", "H", "H", "H", "H", "Br", "C", "C", "Br", "H", "H", "H", "H", "Br", "C", "C", "Br", "H", "H", "H", "H"], "positions_angstrom": [[1.288, 3.448, 1.849], [0.450, 3.076, 0.576], [-0.191, 1.660, 0.708], [-0.555, 1.122, -0.624], [-2.414, 0.504, -0.640], [-2.718, -0.721, -2.598], [-2.710, -0.643, 1.025], [-4.186, -1.102, 1.250], [-3.597, 2.186, -0.747], [-4.557, 2.355, 0.402], [-4.295, 2.195, 1.533], [-5.856, 2.783, 0.038], [-6.710, 2.917, 1.210], [-7.329, 1.605, 1.675], [-6.983, 3.928, 1.776], [2.266, 3.902, 1.607], [1.499, 2.530, 2.428], [0.745, 4.147, 2.508], [1.050, 3.164, -0.345], [-0.391, 3.791, 0.514], [0.491, 0.989, 1.271], [-1.109, 1.751, 1.333], [-0.035, 0.252, -0.742], [-3.983, -1.241, -2.517], [-2.134, -1.577, 0.860], [-2.263, -0.194, 1.933], [-4.845, -0.306, 1.631], [-4.619, -1.575, 0.353], [-4.162, -1.878, 2.049], [-4.205, 2.096, -1.672], [-3.040, 3.138, -0.843], [-6.575, 0.811, 1.543], [-8.173, 1.336, 1.013], [-7.627, 1.636, 2.728], [0.969, 3.230, -4.402], [-0.961, 3.407, -4.204], [-1.348, 4.822, -3.854], [-0.982, 5.211, -1.986], [-1.272, 2.679, -3.457], [-1.372, 3.127, -5.172], [-2.422, 4.964, -3.969], [-0.822, 5.567, -4.445], [-0.431, 3.406, 5.410], [-2.126, 4.333, 5.160], [-2.530, 4.362, 3.709], [-1.491, 5.686, 2.730], [-2.010, 5.324, 5.590], [-2.846, 3.767, 5.751], [-3.568, 4.677, 3.607], [-2.394, 3.412, 3.203], [-5.369, 5.125, 0.481], [-5.710, 6.996, 0.051], [-6.323, 7.113, -1.318], [-4.991, 6.872, -2.715], [-4.770, 7.534, 0.151], [-6.406, 7.348, 0.813], [-6.727, 8.112, -1.478], [-7.103, 6.377, -1.495], [2.508, 7.444, -3.597], [4.360, 6.868, -3.727], [4.477, 5.384, -3.507], [4.316, 4.920, -1.627], [4.929, 7.458, -3.014], [4.672, 7.130, -4.738], [5.464, 5.031, -3.803], [3.717, 4.816, -4.037], [1.738, -5.190, -2.382], [-0.190, -4.984, -2.176], [-0.555, -3.576, -1.788], [-0.178, -3.238, 0.091], [-0.510, -5.725, -1.449], [-0.607, -5.232, -3.152], [-1.627, -3.412, -1.896], [-0.021, -2.821, -2.358], [-4.954, 4.164, 8.077], [-6.278, 3.948, 6.665], [-7.305, 2.914, 7.045], [-6.600, 1.107, 6.869], [-5.736, 3.704, 5.755], [-6.743, 4.925, 6.554], [-8.157, 2.958, 6.367], [-7.654, 3.017, 8.069], [4.545, -4.278, -0.221], [4.457, -3.491, 1.559], [3.102, -2.890, 1.826], [2.887, -1.187, 0.911], [5.266, -2.769, 1.628], [4.652, -4.315, 2.244], [2.989, -2.661, 2.884], [2.281, -3.527, 1.506], [-5.397, -2.919, -2.205], [-4.857, -4.589, -3.044], [-4.013, -4.335, -4.265], [-5.101, -3.768, -5.775], [-5.763, -5.148, -3.257], [-4.280, -5.115, -2.284], [-3.531, -5.254, -4.592], [-3.258, -3.565, -4.112], [8.179, -2.011, -1.883], [8.081, -1.226, -0.102], [6.727, -0.622, 0.161], [6.516, 1.083, -0.751], [8.892, -0.506, -0.029], [8.267, -2.051, 0.581], [6.611, -0.395, 1.221], [5.905, -1.256, -0.162], [-3.532, -7.601, -6.183], [-5.132, -8.257, -7.077], [-6.192, -7.191, -7.182], [-7.101, -6.912, -5.485], [-5.462, -9.133, -6.527], [-4.796, -8.558, -8.068], [-6.973, -7.502, -7.874], [-5.801, -6.224, -7.491], [7.696, -5.897, 4.517], [8.640, -5.519, 2.856], [9.676, -4.444, 3.044], [8.858, -2.679, 3.140], [7.887, -5.263, 2.115], [9.113, -6.460, 2.578], [10.343, -4.401, 2.184], [10.265, -4.569, 3.946], [12.501, -6.717, 3.500], [13.428, -6.333, 1.831], [14.461, -5.254, 2.014], [13.633, -3.495, 2.126], [12.668, -6.077, 1.098], [13.900, -7.272, 1.546], [15.120, -5.206, 1.149], [15.056, -5.382, 2.914]], "atomic_forces_ev_per_a": [[-0.1, -0.2, -0.2], [-0.1, 0.0, 1.0], [-0.1, 0.5, -0.5], [-0.3, -0.7, 0.2], [0.4, 0.4, 1.0], [-0.3, -0.2, -0.4], [-0.5, -0.5, -0.5], [0.8, -0.3, 0.9], [-1.5, 0.2, -0.5], [0.8, -0.1, -3.2], [0.2, -0.1, 3.0], [-1.0, -1.0, 1.6], [-0.9, -1.9, 0.7], [0.8, -0.7, -0.9], [-1.0, -1.2, 0.4], [-0.4, -0.1, 0.0], [0.0, 0.4, -0.1], [0.3, -0.4, -0.3], [-0.3, -0.2, 0.4], [0.4, -0.2, -0.3], [-0.2, 0.2, -0.3], [0.5, 0.1, 0.0], [0.2, 0.3, -0.2], [1.2, 0.9, 0.1], [-0.2, 0.6, 0.0], [-0.4, 0.0, -0.3], [0.2, -0.2, -0.3], [0.1, 0.3, 0.3], [-0.4, 0.2, -0.4], [0.3, 0.2, 0.4], [0.0, -0.5, 0.2], [-0.4, 0.2, 0.1], [0.2, 0.2, 0.3], [0.0, 0.3, -0.4], [0.0, 0.0, 0.1], [0.0, 0.0, -0.2], [-0.2, 0.0, 0.3], [0.0, 0.1, -0.1], [0.1, 0.1, 0.1], [0.0, 0.0, 0.0], [0.0, -0.1, 0.0], [0.0, -0.1, 0.0], [0.0, 0.1, 0.0], [0.0, -0.3, 0.1], [-0.1, 0.3, 0.0], [-0.2, 0.1, 0.0], [0.0, 0.0, -0.1], [0.0, 0.0, -0.1], [0.0, 0.0, 0.0], [0.0, -0.1, 0.0], [2.0, 4.2, -1.8], [0.4, -0.3, 0.4], [0.1, 0.3, -0.1], [0.0, -0.1, -0.1], [-0.1, 0.1, -0.2], [0.0, 0.0, -0.1], [0.0, 0.0, 0.0], [0.1, 0.0, 0.1], [0.0, 0.1, 0.1], [-0.2, 0.1, -0.3], [0.3, -0.2, 0.2], [-0.1, 0.0, 0.0], [0.0, -0.1, 0.0], [0.0, -0.1, 0.0], [0.0, 0.1, 0.0], [0.0, 0.1, 0.0], [-0.1, -0.1, 0.0], [0.1, 0.0, -0.3], [-0.2, -0.1, 0.2], [0.1, -0.1, -0.1], [0.0, 0.1, 0.0], [0.0, 0.1, 0.0], [0.0, 0.1, 0.0], [0.0, 0.0, 0.0], [0.1, 0.0, -0.1], [0.0, 0.2, 0.2], [-0.1, -0.3, -0.3], [0.0, 0.1, 0.1], [-0.1, -0.1, 0.0], [0.0, 0.0, 0.0], [0.1, 0.0, 0.0], [0.1, 0.1, 0.0], [0.2, 0.1, 0.1], [0.0, -0.3, 0.0], [0.0, 0.4, 0.1], [0.0, 0.0, 0.0], [-0.1, 0.0, 0.0], [0.0, 0.0, 0.0], [0.1, 0.0, 0.0], [0.1, 0.0, -0.1], [-0.8, -0.7, 0.1], [0.1, 0.2, 0.2], [0.0, -0.1, -0.2], [0.1, 0.2, 0.0], [0.1, 0.0, -0.1], [0.0, 0.0, -0.1], [-0.1, 0.0, 0.0], [-0.1, 0.1, 0.1], [0.1, 0.1, 0.0], [-0.1, -0.3, -0.1], [0.0, 0.3, 0.0], [-0.1, -0.1, 0.0], [-0.1, 0.0, 0.0], [0.0, 0.1, -0.1], [0.0, 0.0, 0.0], [0.1, 0.0, 0.0], [0.0, -0.1, 0.0], [0.2, 0.1, -0.1], [-0.2, -0.1, 0.1], [0.0, -0.1, 0.0], [-0.1, 0.1, 0.0], [-0.1, 0.0, 0.0], [0.1, 0.0, 0.0], [0.1, 0.0, 0.1], [0.0, 0.0, -0.1], [0.0, -0.2, 0.2], [0.0, 0.2, -0.2], [0.0, 0.0, 0.2], [0.1, 0.1, 0.0], [0.1, 0.1, 0.0], [0.0, 0.0, 0.0], [-0.1, 0.0, 0.0], [-0.1, 0.0, -0.1], [0.1, -0.3, 0.2], [0.0, 0.3, -0.2], [0.0, 0.0, 0.1], [0.1, 0.1, 0.0], [0.0, 0.1, 0.0], [0.0, -0.1, 0.0], [-0.1, -0.1, 0.0]]}

=====

{"formula": "C33H67I2NNbO8", "method": "wB97M-V/def2-TZVPD", "charge": -1, "multiplicity": 1, "symbols": ["C", "C", "C", "C", "C", "C", "C", "C", "C", "C", "Nb", "C", "C", "C", "C", "C", "O", "C", "C", "C", "C", "C", "C", "O", "C", "N", "C", "I", "C", "C", "I", "H", "H", "H", "H", "H", "H", "H", "H", "H", "H", "H", "H", "H", "H", "H", "H", "H", "H", "H", "H", "H", "H", "H", "H", "H", "H", "H", "H", "H", "H", "H", "H", "H", "H", "H", "H", "H", "H", "H", "H", "H", "H", "H", "H", "H", "H", "H", "H", "H", "H", "H", "C", "C", "O", "C", "O", "O", "C", "H", "H", "H", "H", "H", "H", "H", "H", "C", "C", "O", "C", "O", "O", "C", "H", "H", "H", "H", "H", "H", "H", "H"], "positions_angstrom": [[-0.028, 4.593, 3.218], [1.461, 4.464, 3.911], [2.689, 4.658, 2.792], [3.819, 3.471, 2.863], [4.225, 2.811, 1.418], [5.063, 1.372, 1.564], [4.303, 0.270, 2.512], [4.145, -1.229, 1.788], [3.530, -1.128, 0.272], [2.375, -2.293, -0.056], [0.253, -1.386, -0.232], [-0.518, -2.819, 1.364], [-2.059, -2.554, 1.856], [-3.154, -2.369, 0.651], [-4.669, -2.790, 1.221], [-5.809, -1.640, 0.802], [-6.431, -1.916, -0.510], [-5.723, -1.232, -1.608], [0.755, 0.091, 1.436], [-0.534, 0.565, 2.346], [-0.394, 0.016, 3.907], [-1.717, 0.319, 4.836], [0.928, 0.582, 4.696], [-0.337, -2.756, -1.724], [0.315, -4.066, -1.580], [0.896, -5.176, -1.217], [1.075, -0.052, -1.884], [0.191, -0.822, -3.783], [0.640, 1.526, -1.797], [1.475, 2.293, -3.026], [-1.506, 1.871, -2.304], [-0.826, 3.894, 3.751], [-0.053, 4.331, 2.072], [-0.439, 5.702, 3.351], [1.551, 5.268, 4.789], [1.529, 3.414, 4.447], [3.229, 5.670, 3.126], [2.216, 4.830, 1.731], [4.816, 3.952, 3.304], [3.453, 2.691, 3.667], [3.325, 2.587, 0.704], [4.917, 3.608, 0.860], [5.405, 0.954, 0.510], [6.077, 1.667, 2.120], [4.908, 0.201, 3.530], [3.226, 0.704, 2.751], [3.399, -1.823, 2.504], [5.207, -1.765, 1.828], [3.141, -0.034, -0.005], [4.446, -1.311, -0.472], [2.382, -3.152, 0.747], [2.742, -2.787, -1.079], [-1.338, -0.543, -0.418], [0.172, -2.652, 2.324], [-0.426, -3.960, 1.107], [-2.389, -3.531, 2.457], [-2.199, -1.660, 2.597], [-3.234, -1.195, 0.453], [-2.897, -2.959, -0.334], [-4.981, -3.877, 0.868], [-4.628, -2.780, 2.407], [-6.683, -1.582, 1.611], [-5.314, -0.555, 0.819], [-4.895, -1.921, -2.120], [-6.540, -1.042, -2.456], [-5.310, -0.166, -1.327], [1.333, 1.052, 1.092], [1.486, -0.481, 2.177], [-1.573, 0.294, 1.861], [-0.510, 1.748, 2.420], [-0.278, -1.172, 3.868], [-1.646, 1.413, 5.271], [-1.682, -0.448, 5.746], [-2.731, 0.185, 4.230], [1.497, 1.290, 3.945], [0.653, 1.103, 5.716], [1.664, -0.340, 4.882], [2.252, -0.164, -2.038], [0.947, 2.069, -0.802], [1.804, 3.381, -2.746], [2.425, 1.635, -3.314], [0.752, 2.232, -3.961], [-6.972, -4.855, -1.180], [-7.728, -4.460, -2.436], [-7.489, -5.392, -3.497], [-8.147, -6.574, -3.400], [-8.912, -6.902, -2.507], [-7.784, -7.346, -4.456], [-8.327, -8.664, -4.419], [-5.906, -4.983, -1.396], [-7.089, -4.096, -0.402], [-7.330, -5.810, -0.782], [-7.367, -3.486, -2.783], [-8.803, -4.356, -2.247], [-9.416, -8.643, -4.311], [-7.869, -9.231, -3.603], [-8.085, -9.158, -5.363], [7.447, 6.723, -4.990], [6.000, 6.408, -5.326], [5.728, 5.010, -5.169], [5.589, 4.579, -3.890], [5.670, 5.266, -2.885], [5.371, 3.239, -3.919], [5.311, 2.639, -2.628], [8.125, 6.093, -5.576], [7.672, 7.774, -5.194], [7.664, 6.526, -3.935], [5.813, 6.650, -6.377], [5.304, 7.008, -4.728], [4.573, 3.136, -1.991], [6.301, 2.660, -2.161], [5.010, 1.595, -2.751]], "atomic_forces_ev_per_a": [[-0.7, 0.4, 0.5], [-0.3, -0.2, 0.0], [0.0, 0.9, 1.2], [0.4, 0.3, 0.2], [0.6, -0.4, -0.4], [1.0, 1.0, 0.8], [-0.1, 0.2, -0.5], [-0.3, 0.9, 1.1], [1.0, -0.6, -0.5], [2.1, 0.4, -0.7], [0.3, -1.9, 1.6], [-0.4, -0.5, 1.7], [-0.7, -1.3, 0.1], [-1.0, 0.7, 0.9], [0.1, 0.8, 0.2], [0.2, -0.2, 0.9], [1.9, 1.9, 0.4], [-0.6, 0.0, -1.6], [0.1, 0.4, 1.4], [0.3, 0.9, 0.9], [-0.6, -0.8, 0.1], [0.3, -0.3, -0.1], [0.4, -0.8, -0.9], [2.9, -5.9, 1.4], [2.0, -3.8, 3.1], [-5.0, 9.3, -3.4], [0.5, 1.3, -0.3], [0.9, 0.5, -0.1], [2.6, 0.4, -1.5], [-0.4, -0.8, -0.4], [0.9, 0.3, 0.9], [1.8, 1.4, -1.1], [0.3, 0.5, 2.3], [0.9, -2.3, -0.4], [-0.2, -1.7, -2.0], [0.0, 2.1, -1.3], [-1.2, -2.1, -1.1], [1.0, -0.5, 2.0], [-2.1, -1.1, -0.9], [0.8, 1.3, -1.8], [1.3, 0.6, 1.5], [-1.5, -1.8, 1.1], [-1.0, 0.8, 2.1], [-2.0, -0.6, -1.2], [-1.4, 0.0, -2.1], [2.3, -1.1, -0.5], [1.6, 1.1, -1.7], [-2.4, 1.0, -0.3], [0.8, -2.3, 1.0], [-1.9, 0.5, 1.5], [0.1, 1.6, -1.4], [-1.0, 0.9, 2.1], [0.2, 0.7, -0.3], [-1.3, -0.4, -1.9], [-0.1, 2.1, 0.3], [0.6, 2.0, -1.1], [0.5, -1.6, -1.4], [0.4, -2.7, 0.0], [-0.4, 1.3, 2.0], [0.5, 2.4, 0.7], [-0.1, -0.1, -2.4], [1.7, -0.5, -1.8], [-0.9, -2.3, -0.2], [-1.5, 1.5, 1.4], [1.7, -0.5, 1.8], [-0.6, -2.3, -0.3], [-1.0, -1.8, 0.5], [-1.3, 1.1, -1.5], [2.1, 0.3, 1.1], [-0.1, -2.3, -0.2], [-0.3, 2.6, -0.1], [-0.3, -2.1, -0.9], [-0.3, 1.7, -1.9], [2.2, 0.3, 1.3], [-1.1, -1.1, 1.8], [0.6, -1.0, -2.1], [-1.5, 2.1, -0.2], [-2.5, 0.6, 0.2], [-1.0, -1.4, -1.7], [-0.8, -2.0, -0.6], [-1.9, 1.5, 0.8], [1.8, 0.6, 1.8], [-0.1, -0.4, 0.3], [0.0, 0.5, 0.8], [-0.7, -1.2, -0.4], [0.1, 0.3, 0.6], [0.9, 0.4, -1.3], [-0.3, 0.6, 0.6], [-0.2, -0.4, -0.1], [-0.1, 0.2, 0.0], [0.1, -0.1, -0.3], [-0.1, 0.1, -0.1], [0.0, -0.3, -0.2], [0.2, -0.2, -0.1], [0.2, 0.0, 0.1], [-0.2, 0.1, 0.0], [0.1, 0.3, 0.1], [0.2, -0.1, 0.3], [0.2, 0.5, 0.0], [-0.3, -0.4, 0.8], [0.2, 0.0, 0.4], [-0.2, -0.9, -1.4], [0.1, 1.3, -0.2], [-0.1, -0.4, 0.6], [-0.1, 0.1, -0.1], [-0.1, -0.1, 0.0], [-0.2, 0.1, -0.1], [-0.1, -0.4, 0.2], [0.2, -0.3, 0.0], [0.2, 0.0, -0.1], [-0.2, 0.1, 0.0], [0.1, 0.3, -0.3]]}

=====

| no. | calculated total energy (eV) |
| --- | --- |
| 1 | -1787174.227 |
| 2 | -70914.071 |